This record from the OMol25 dataset describes a structure of composition C19H19N5O5PdS. The level of theory is the ωB97M-V functional and the def2-TZVPD basis.

## Properties
**E_HOMO**: -0.0591 Ha
**ΔE to the lowest compared entry with this formula, charge and spin**: 29.99 kJ/mol
**Total charge**: -2
**Kohn-Sham gap**: 5.700 eV

Positions of all 50 atoms, in Å:
Pd: -3.471198 1.574476 0.812524
C: 0.542246 -1.684460 -0.079554
N: -0.336279 -0.526975 0.217310
C: -0.791021 0.131630 -1.042041
C: -1.471192 -0.889657 1.182303
C: -2.713255 -1.334466 0.474627
C: -2.851584 -2.669091 0.091413
C: -3.961654 -3.080438 -0.628994
C: -4.928841 -2.133288 -0.951794
C: -4.790801 -0.814377 -0.542839
C: -3.687985 -0.356723 0.197561
H: 1.344340 -1.371516 -0.744640
H: -0.060908 -2.457616 -0.550129
H: 0.979541 -2.053459 0.844976
H: 0.235585 0.155737 0.716823
H: -1.376901 -0.588529 -1.607648
H: 0.103673 0.415497 -1.595063
H: -1.398818 1.012984 -0.805156
H: -1.685885 0.016634 1.748724
H: -1.050819 -1.651590 1.840835
H: -2.091900 -3.395651 0.369621
H: -4.074995 -4.116926 -0.924272
H: -5.806897 -2.432025 -1.516525
H: -5.576563 -0.110105 -0.795205
O: -2.814316 3.491496 0.523854
O: -2.568577 2.643972 -0.604054
N: -4.745294 0.735868 3.586909
C: -4.269435 1.061866 2.578703
O: 4.850857 -2.510730 -2.509117
S: 5.177643 -1.984951 -1.194846
O: 4.458394 -2.607441 -0.100543
O: 6.594417 -1.772516 -0.952228
C: 4.519397 -0.284284 -1.271648
N: 4.974716 0.486568 -2.262548
C: 4.464260 1.706833 -2.334562
C: 3.506244 2.181290 -1.452466
C: 3.112527 1.307169 -0.450928
N: 3.626583 0.079900 -0.361232
C: 2.074659 1.643801 0.555612
C: 1.015750 2.489760 0.263399
C: -0.027281 2.630916 1.179441
N: -0.010756 2.011837 2.362282
C: 1.043846 1.254374 2.673658
C: 2.095381 1.018528 1.801561
H: 4.835201 2.337505 -3.137779
H: 3.107269 3.182646 -1.529956
H: 0.929072 2.964025 -0.705926
H: -0.938570 3.194153 0.946080
H: 1.010517 0.761168 3.640096
H: 2.899615 0.336180 2.043387

Force components x, y, z for each atom (eV/Å):
Pd 0.004 -0.086 -0.077
C 0.018 -0.027 -0.039
N -0.050 -0.044 0.011
C -0.034 -0.007 -0.013
C 0.002 -0.024 0.001
C 0.033 0.010 -0.002
C -0.005 -0.003 -0.007
C -0.004 0.009 0.006
C 0.010 -0.004 0.003
C -0.036 -0.002 0.033
C -0.007 0.031 -0.010
H 0.010 -0.016 0.039
H -0.006 0.006 -0.006
H 0.001 -0.001 -0.001
H -0.032 -0.022 -0.037
H 0.007 -0.006 0.000
H 0.008 -0.023 -0.007
H 0.023 0.010 0.012
H 0.002 -0.005 -0.004
H 0.005 -0.006 -0.011
H 0.003 0.004 -0.004
H -0.004 0.000 -0.003
H 0.002 -0.009 -0.002
H 0.004 0.002 0.002
O -0.011 -0.014 -0.019
O 0.033 0.007 0.007
N 0.040 -0.024 0.021
C -0.080 0.093 -0.049
O 0.005 0.002 0.005
S 0.022 0.003 -0.038
O -0.035 0.007 0.027
O -0.007 -0.006 0.006
C 0.050 0.001 -0.037
N -0.023 0.023 0.004
C 0.009 -0.038 0.004
C 0.040 0.014 0.044
C 0.000 0.021 -0.037
N -0.029 -0.038 -0.025
C 0.061 0.100 -0.025
C -0.078 -0.013 -0.048
C -0.055 0.014 0.084
N 0.091 0.061 0.277
C -0.032 -0.012 -0.273
C 0.058 -0.062 0.124
H -0.001 0.001 0.004
H -0.010 -0.001 -0.006
H -0.019 0.017 0.004
H 0.000 0.007 0.005
H 0.032 0.054 0.035
H -0.016 -0.006 0.021

Atom charges from the natural (NBO) analysis, given in e for atoms 1 to 4: Pd 0.59; C -0.41; N -0.39; C -0.45

This record from the OMol25 dataset describes an isolated molecule of C19H19NO3S. The level of theory is the ωB97M-V functional and the def2-TZVPD basis.

## Properties
**E_HOMO**: -0.2921 Ha
**ΔE to the lowest compared entry with this formula, charge and spin**: 30.25 kJ/mol
**Total charge**: 0
**Kohn-Sham gap**: 8.231 eV

Positions of all 43 atoms, in Å:
C: 7.607547 0.017955 -3.765017
C: 6.271422 -0.117055 -3.105129
C: 5.735802 -1.376997 -2.851384
C: 4.497052 -1.510139 -2.260825
C: 3.761720 -0.378650 -1.909513
C: 2.442166 -0.572361 -1.274652
O: 1.964805 -1.646358 -1.003729
O: 1.816242 0.605900 -1.054757
C: 0.585341 0.638192 -0.424372
C: 0.308356 -0.112415 0.709981
C: -0.936325 -0.015450 1.301334
C: -1.907811 0.837087 0.780333
C: -3.207437 0.993834 1.450393
S: -3.686577 2.508076 1.903269
N: -3.956790 -0.085762 1.712483
C: -3.757402 -1.394349 1.138266
C: -3.641606 -2.442856 2.259675
O: -4.391444 -2.080339 3.399688
C: -5.541072 -1.338707 3.071675
C: -5.151380 0.040688 2.523421
C: -1.599225 1.618181 -0.330527
C: -0.365968 1.512340 -0.938427
C: 4.290715 0.885235 -2.159708
C: 5.532468 1.007077 -2.751268
H: 8.298029 -0.738022 -3.397449
H: 7.503470 -0.121346 -4.841529
H: 8.032825 1.002914 -3.590088
H: 6.300767 -2.257765 -3.120378
H: 4.075738 -2.483367 -2.059106
H: 1.057250 -0.768203 1.124024
H: -1.145745 -0.583225 2.195834
H: -4.623739 -1.624516 0.503988
H: -2.865050 -1.404172 0.513949
H: -2.608863 -2.541086 2.602680
H: -3.978897 -3.418959 1.878827
H: -6.105068 -1.226995 3.998553
H: -6.160826 -1.889831 2.349437
H: -5.971247 0.475859 1.938431
H: -4.922275 0.728803 3.342305
H: -2.339508 2.304204 -0.713083
H: -0.122736 2.102444 -1.808015
H: 3.728034 1.764247 -1.886634
H: 5.938180 1.990351 -2.941493

Force components x, y, z for each atom (eV/Å):
C -0.005 -0.006 -0.061
C -0.085 0.025 0.070
C 0.000 0.083 -0.002
C -0.206 0.089 0.097
C 0.304 0.077 -0.125
C -0.198 -0.677 0.006
O 0.139 0.335 -0.076
O -0.022 0.364 0.072
C -0.499 -0.054 0.170
C 0.258 0.015 -0.079
C -0.116 0.190 -0.142
C 0.433 -0.190 -0.220
C -0.527 0.316 0.290
S -0.041 0.393 0.027
N 0.347 0.102 -0.035
C -0.010 -0.492 -0.020
C 0.104 -0.096 -0.225
O 0.113 0.020 0.196
C -0.124 0.086 -0.169
C -0.229 -0.106 0.373
C -0.110 -0.160 0.110
C 0.395 -0.215 -0.021
C -0.170 -0.142 0.070
C 0.090 -0.055 -0.042
H 0.086 -0.015 -0.003
H 0.067 0.008 -0.068
H 0.072 0.039 -0.012
H 0.055 -0.093 -0.017
H -0.027 -0.074 0.016
H 0.031 -0.027 0.005
H -0.030 -0.076 0.084
H 0.128 0.025 0.007
H -0.165 -0.038 0.024
H -0.050 -0.001 -0.093
H 0.073 0.103 0.018
H -0.050 0.038 -0.156
H 0.001 0.011 0.086
H 0.045 0.044 0.081
H -0.083 -0.096 -0.138
H -0.042 0.058 0.000
H 0.031 0.051 -0.102
H -0.029 0.058 0.013
H 0.048 0.087 -0.010

Atom charges from the natural (NBO) analysis, given in e for atoms 1 to 4: C -0.63; C 0.02; C -0.23; C -0.16

This record from the OMol25 dataset describes a structure of composition C19H20AsN3O6S2TeV. The level of theory is the ωB97M-V functional and the def2-TZVPD basis.

## Properties
**E_HOMO (spin up / spin down)**: -0.2697 / -0.3091 Ha
**ΔE to the lowest compared entry with this formula, charge and spin**: 0.00 kJ/mol
**Multiplicity**: 4
**Total charge**: 0
**Kohn-Sham gap (spin up / spin down)**: 7.013 / 8.079 eV

Positions of all 53 atoms, in Å:
V: -0.719785 -0.955816 0.009862
O: -3.148262 0.111894 -3.793204
As: -2.585551 -1.210849 -2.767134
O: -3.756759 -2.352047 -2.654974
O: -2.057773 -0.488063 -1.364350
C: -1.084032 -1.762471 -3.886921
C: -1.505461 -2.077213 -5.174950
C: -0.613224 -2.455826 -6.163518
C: 0.738755 -2.523015 -5.877719
C: 1.182750 -2.233679 -4.598277
C: 0.286466 -1.865011 -3.604778
S: 1.011680 -1.633037 -1.986173
O: 2.398112 -1.973105 -2.086857
O: 0.216689 -2.517504 -1.074545
O: 0.737737 -0.264038 -1.492050
H: -4.110403 0.160468 -3.731492
H: -2.560150 -2.017233 -5.413545
H: -0.981363 -2.692914 -7.153077
H: 1.452897 -2.809887 -6.638142
H: 2.232307 -2.310458 -4.353129
N: 1.092333 -1.079824 1.326208
N: 1.000486 -0.546922 2.618287
C: -0.040593 0.246385 2.965395
N: 0.031694 0.772754 4.201666
S: -1.334842 0.608547 1.965368
H: 1.340910 -2.063804 1.371742
H: 1.803033 -0.595370 0.778804
H: 1.828690 -0.568677 3.194339
H: 0.702612 0.453863 4.879789
H: -0.753272 1.309523 4.526015
Te: -1.782317 -3.302429 1.442244
C: -1.548301 -4.861074 0.040728
C: -2.211339 -4.823415 -1.178670
C: -2.004514 -5.842944 -2.094961
C: -1.132119 -6.884919 -1.802707
C: -0.472670 -6.913994 -0.583991
C: -0.683384 -5.902673 0.345073
C: -3.875397 -3.376330 1.583550
C: -4.463770 -3.870698 2.741812
C: -5.848235 -3.924521 2.833353
C: -6.631924 -3.493869 1.772494
C: -6.035942 -3.009719 0.616320
C: -4.651360 -2.940508 0.515489
H: -2.884607 -4.012583 -1.437164
H: -2.522259 -5.810426 -3.045161
H: -0.966602 -7.672503 -2.526701
H: 0.205062 -7.725050 -0.348688
H: -0.177159 -5.934594 1.302156
H: -3.850836 -4.218093 3.563457
H: -6.310383 -4.310127 3.733384
H: -7.710995 -3.539835 1.845680
H: -6.641935 -2.684081 -0.219157
H: -4.200704 -2.579695 -0.402293

Force components x, y, z for each atom (eV/Å):
V 0.062 -0.295 0.294
O -0.038 -0.062 0.050
As 0.206 -0.031 -0.091
O 0.157 0.137 0.015
O -0.493 -0.013 0.030
C 0.061 -0.027 -0.014
C -0.120 0.041 0.032
C 0.111 -0.033 -0.056
C -0.062 -0.013 -0.052
C 0.078 -0.038 0.037
C -0.098 0.131 0.107
S -0.659 -0.088 0.223
O 0.180 -0.028 0.023
O 0.262 0.024 -0.346
O 0.276 0.147 -0.153
H 0.015 -0.042 0.005
H -0.002 0.012 0.039
H 0.020 0.000 -0.009
H -0.014 -0.002 -0.012
H -0.019 0.019 0.024
N 0.089 -0.022 0.043
N -0.018 -0.047 0.024
C -0.036 0.090 -0.080
N 0.086 -0.067 0.032
S 0.049 -0.066 -0.183
H -0.019 -0.012 0.043
H -0.032 0.045 0.000
H -0.021 0.024 -0.008
H -0.008 0.005 0.000
H -0.005 -0.007 -0.022
Te 0.065 0.074 0.034
C 0.024 0.041 0.031
C -0.089 0.053 0.002
C 0.054 -0.067 -0.001
C -0.037 0.047 -0.027
C 0.029 -0.014 0.023
C 0.010 -0.018 -0.009
C 0.012 0.068 -0.028
C -0.089 0.032 -0.040
C 0.038 -0.013 0.048
C -0.009 0.016 -0.027
C 0.062 -0.015 -0.003
C -0.117 -0.059 0.024
H 0.079 -0.027 -0.030
H 0.003 0.004 0.000
H -0.002 -0.004 0.003
H -0.006 0.002 -0.007
H 0.000 -0.002 -0.002
H 0.008 0.000 0.001
H -0.011 0.006 -0.010
H -0.001 -0.004 0.001
H -0.004 0.003 0.003
H -0.027 0.092 0.019

Atom charges from the natural (NBO) analysis, given in e for atoms 1 to 4: V 0.99; O -1.02; As 2.45; O -1.17

Let's list energy in order: -52012.011; -38479.242; -152274.341 eV.